1.
A molecular structure, C15H13Cl3GeN7OSTi at a distorted geometry. Source: the Open Molecules 2025 dataset; level of theory: ωB97M-V/def2-TZVPD.

Positions of all 42 atoms, in Å:
Ti -0.173 -1.160 -0.333
C 0.533 0.108 3.881
C 0.131 1.438 3.964
C -0.220 2.096 2.811
C -0.188 1.410 1.594
N 0.171 0.126 1.506
C 0.531 -0.497 2.648
C -0.329 1.407 -1.229
C -1.337 1.427 -2.201
C -1.146 0.859 -3.441
C 0.078 0.254 -3.745
C 1.081 0.213 -2.813
C 0.936 0.811 -1.526
H 0.816 -0.457 4.757
H 0.089 1.947 4.917
H -0.547 3.126 2.827
H 0.797 -1.541 2.552
H -2.293 1.869 -1.947
H -1.952 0.863 -4.161
H 0.234 -0.201 -4.713
H 2.028 -0.255 -3.045
N 2.165 -1.493 -0.141
N 2.859 -0.331 -0.596
C 2.047 0.803 -0.625
N 2.463 1.880 0.113
S -0.682 2.371 0.209
H 2.402 -1.712 0.824
H 2.412 -2.294 -0.718
H 3.770 -0.197 -0.179
H 2.729 1.714 1.075
H 1.942 2.734 -0.015
O -1.861 -1.388 -1.198
N -2.014 -0.711 -0.034
C -3.191 -0.129 0.242
C -3.290 0.538 1.487
N -3.371 1.084 2.502
C -4.267 -0.144 -0.675
N -5.135 -0.155 -1.435
Cl 1.761 -5.537 -0.733
Ge -0.290 -4.701 -1.049
Cl 0.475 -2.867 -2.309
Cl -0.167 -3.307 0.957

The calculation puts the energy above the lowest of the compared OMol25 structures with the same formula, charge and spin at 35.7 kcal per mole. The max |F| comes out at 1.1 eV/Å. The total energy is -156279.41418 eV. As for the orbital gap (alpha / beta): 6.307 / 6.040 eV. As for the spin multiplicity: 2. As for the expectation value of S²: 1.19.

Okay, here come the Löwdin numbers, in e, for every atom:
1. Ti 0.501
2. C -0.041
3. C -0.043
4. C -0.097
5. C -0.578
6. N -0.016
7. C -0.140
8. C -0.499
9. C -0.122
10. C -0.056
11. C -0.088
12. C -0.091
13. C -0.259
14. H 0.112
15. H 0.118
16. H 0.111
17. H 0.051
18. H 0.108
19. H 0.116
20. H 0.113
21. H 0.113
22. N -0.046
23. N -0.008
24. C -0.372
25. N 0.147
26. S 1.077
27. H 0.087
28. H 0.046
29. H 0.136
30. H 0.105
31. H 0.080
32. O -0.264
33. N -0.162
34. C -0.293
35. C -0.206
36. N 0.170
37. C -0.193
38. N 0.163
39. Cl -0.131
40. Ge 0.226
41. Cl 0.074
42. Cl 0.052


2.
A molecular structure, C15H11MnN4OS2. Source: the Open Molecules 2025 dataset; level of theory: ωB97M-V/def2-TZVPD.

Positions of all 34 atoms, in Å:
Mn 0.794 2.126 0.833
O 1.031 1.768 -1.243
N 1.805 0.763 -1.558
C 1.476 -0.091 -2.462
C 2.304 -1.225 -2.861
C 2.987 -2.048 -2.071
C 3.661 -0.342 -0.032
C 2.829 0.732 0.652
S 3.092 2.275 1.544
H 0.526 0.094 -2.947
H 2.299 -1.439 -3.925
H 3.554 -2.877 -2.471
H 4.740 -0.369 0.053
N -1.665 -1.178 0.980
C -2.787 -0.373 1.122
C -4.138 -0.674 1.260
C -4.994 0.400 1.377
C -4.525 1.726 1.359
C -3.185 2.016 1.225
C -2.307 0.939 1.108
N -0.926 0.913 0.967
C -0.595 -0.367 0.901
C 0.835 -0.702 0.700
C 1.344 -1.891 0.218
S 2.997 -1.990 -0.269
C 3.065 0.786 -0.832
N 1.506 0.384 0.971
H -1.646 -2.184 0.996
H -4.502 -1.692 1.275
H -6.055 0.221 1.487
H -5.237 2.534 1.455
H -2.826 3.036 1.212
H 0.817 -2.830 0.180
H 3.724 1.557 -1.205

The calculation puts the energy above the lowest of the compared OMol25 structures with the same formula, charge and spin at 146.4 kcal per mole. The max |F| comes out at 0.2 eV/Å. The total energy is -76720.03969 eV. As for the orbital gap (alpha / beta): 6.486 / 6.522 eV. As for the spin multiplicity: 2. As for the expectation value of S²: 0.87. The net charge is +1.

Okay, here come the Löwdin numbers, in e, for every atom:
1. Mn 0.677
2. O -0.108
3. N -0.151
4. C 0.022
5. C -0.063
6. C -0.218
7. C -0.268
8. C -0.813
9. S 0.622
10. H 0.162
11. H 0.129
12. H 0.089
13. H 0.132
14. N 0.200
15. C -0.168
16. C -0.004
17. C -0.065
18. C -0.065
19. C -0.003
20. C -0.196
21. N 0.101
22. C -0.217
23. C -0.288
24. C -0.277
25. S 1.199
26. C -0.181
27. N -0.123
28. H 0.175
29. H 0.117
30. H 0.112
31. H 0.112
32. H 0.115
33. H 0.076
34. H 0.169


3.
A molecular structure, C29H51NOP2RuSi4 at a distorted geometry. Source: the Open Molecules 2025 dataset; level of theory: ωB97M-V/def2-TZVPD.

Positions of all 89 atoms, in Å:
C -1.557 3.101 -3.701
C -1.351 1.862 -3.144
C -0.076 1.416 -2.960
C 1.034 2.306 -3.133
C 0.830 3.587 -3.662
C -0.473 3.949 -3.953
C 2.300 1.733 -2.560
C 2.538 0.328 -3.080
C 1.403 -0.511 -2.969
C 1.423 -1.852 -3.229
C 2.619 -2.396 -3.692
C 3.755 -1.592 -3.843
C 3.752 -0.248 -3.551
H -2.608 3.414 -3.895
H 1.649 4.210 -3.910
H -0.682 4.917 -4.354
H 3.172 2.359 -2.766
H 2.628 -3.479 -3.927
H 4.676 -2.062 -4.182
H 4.604 0.399 -3.767
N 0.199 0.102 -2.489
Ru 0.100 -0.159 -0.485
C -2.407 0.938 -2.622
H -2.408 -0.063 -3.090
H -3.404 1.371 -2.692
C 0.197 -2.622 -2.866
H -0.703 -2.253 -3.397
H 0.319 -3.681 -3.044
P -2.028 0.654 -0.781
P -0.113 -2.328 -1.012
C 1.247 -3.345 -0.377
H 1.152 -3.393 0.711
H 1.220 -4.360 -0.773
H 2.232 -2.916 -0.594
C -1.618 -3.269 -0.726
H -1.511 -4.303 -1.060
H -1.849 -3.269 0.343
H -2.453 -2.814 -1.262
C -2.275 2.358 -0.168
H -3.109 2.842 -0.697
H -2.477 2.357 0.910
H -1.354 2.932 -0.363
C -3.576 -0.186 -0.321
H -3.669 -0.255 0.774
H -4.415 0.404 -0.723
H -3.592 -1.191 -0.768
C 1.852 -0.424 -0.023
O 3.060 -0.432 0.103
H 1.827 1.393 -1.543
C -3.411 0.430 3.278
Si -2.319 -1.118 3.271
C -2.317 -1.670 5.085
C -3.177 -2.549 2.370
Si -0.233 -0.547 1.947
Si 0.320 1.434 3.276
C 0.284 1.230 5.162
C 2.018 2.023 2.737
C -0.858 2.860 2.908
Si 1.283 -1.998 3.586
C 0.804 -2.275 5.404
C 1.589 -3.767 2.986
C 2.984 -1.151 3.673
H -4.449 0.134 3.489
H -3.411 0.998 2.343
H -3.102 1.110 4.084
H -3.347 -1.646 5.456
H -1.968 -2.698 5.193
H -1.726 -1.037 5.747
H -3.410 -2.327 1.326
H -2.559 -3.454 2.407
H -4.124 -2.778 2.876
H 1.107 0.626 5.549
H 0.383 2.229 5.601
H -0.653 0.810 5.533
H 2.145 1.961 1.648
H 2.121 3.079 3.022
H 2.839 1.471 3.199
H -0.766 3.184 1.869
H -1.907 2.634 3.111
H -0.577 3.708 3.542
H 0.025 -3.042 5.501
H 1.685 -2.654 5.951
H 0.464 -1.378 5.933
H 2.386 -3.804 2.229
H 1.919 -4.413 3.819
H 0.681 -4.222 2.567
H 3.307 -0.782 2.694
H 3.001 -0.317 4.384
H 3.727 -1.882 4.016

The max |F| comes out at 7.8 eV/Å. The total energy is -87100.49237 eV. As for the orbital gap (alpha / beta): 5.240 / 5.047 eV. As for the spin multiplicity: 6. As for the expectation value of S²: 8.80. The net charge is +1.

Okay, here come the Löwdin numbers, in e, for every atom:
1. C -0.016
2. C -0.266
3. C -0.201
4. C -0.113
5. C 0.001
6. C -0.037
7. C -0.045
8. C -0.133
9. C -0.235
10. C -0.259
11. C -0.017
12. C -0.064
13. C -0.007
14. H 0.137
15. H 0.110
16. H 0.109
17. H 0.139
18. H 0.130
19. H 0.114
20. H 0.122
21. N -0.066
22. Ru 0.552
23. C -0.235
24. H 0.097
25. H 0.090
26. C -0.220
27. H 0.098
28. H 0.090
29. P 0.761
30. P 0.770
31. C -0.236
32. H -0.012
33. H 0.066
34. H 0.055
35. C -0.238
36. H 0.063
37. H 0.010
38. H 0.035
39. C -0.244
40. H 0.062
41. H 0.011
42. H 0.051
43. C -0.246
44. H 0.005
45. H 0.064
46. H 0.030
47. C -0.449
48. O 0.026
49. H 0.113
50. C -0.214
51. Si 0.404
52. C -0.220
53. C -0.227
54. Si 0.425
55. Si 0.356
56. C -0.199
57. C -0.215
58. C -0.215
59. Si 0.495
60. C -0.221
61. C -0.225
62. C -0.200
63. H 0.054
64. H -0.008
65. H 0.034
66. H 0.042
67. H 0.020
68. H 0.007
69. H -0.012
70. H 0.031
71. H 0.048
72. H 0.013
73. H 0.043
74. H 0.012
75. H 0.017
76. H 0.041
77. H 0.011
78. H 0.009
79. H 0.004
80. H 0.046
81. H 0.020
82. H 0.051
83. H 0.005
84. H 0.030
85. H 0.052
86. H 0.027
87. H 0.012
88. H 0.024
89. H 0.051